18
Properties=species:S:1:pos:R:3:nbo_charge:R:1 method="wB97M-V/def2-TZVPD" homo_lumo_gap_ev=9.456 smiles="C=C/C(=N/S)[C@H](C)N" energy_ev=-19161.0313 relative_energy_kcal_mol=43.2 lumo_energy_ev=0.70
C -0.60 -0.11 1.95 -0.619
C -0.87 0.45 0.57 -0.116
C 0.41 0.27 -0.33 0.228
C 0.45 -1.05 -1.08 -0.265
C 1.33 -1.27 -2.04 -0.328
H -1.44 0.18 2.60 0.227
H -0.47 -1.20 1.92 0.206
H 0.30 0.43 2.33 0.225
H -1.05 1.52 0.60 0.204
H -2.00 -1.12 0.21 0.339
H -2.13 0.00 -0.96 0.358
H -0.25 -1.82 -0.74 0.198
H 1.96 -0.46 -2.40 0.215
H 1.44 -2.28 -2.45 0.201
H 2.38 2.99 -0.21 0.122
N -2.12 -0.12 0.07 -0.794
N 1.36 1.06 -0.47 -0.546
S 1.29 2.54 0.41 0.145